{
  "formula": "C24H52NO16P",
  "method": "the ωB97M-V functional and the def2-TZVPD basis",
  "species": ["N", "H", "H", "H", "H", "P", "O", "O", "O", "O", "O", "C", "O", "C", "C", "C", "H", "H", "H", "H", "H", "H", "H", "H", "O", "C", "O", "C", "C", "C", "H", "H", "H", "H", "H", "H", "H", "H", "O", "C", "O", "C", "C", "C", "H", "H", "H", "H", "H", "H", "H", "H", "O", "C", "O", "C", "C", "C", "H", "H", "H", "H", "H", "H", "H", "H", "O", "C", "O", "C", "C", "C", "H", "H", "H", "H", "H", "H", "H", "H", "O", "C", "O", "C", "C", "C", "H", "H", "H", "H", "H", "H", "H", "H"],
  "xyz": [[17.613134, 17.128591, 87.867111], [18.040439, 17.062483, 88.774455], [17.221978, 18.041821, 87.733869], [16.806872, 16.377129, 87.818859], [18.144655, 16.650224, 87.130739], [15.804360, 16.774474, 85.258143], [15.063431, 17.354321, 86.420576], [17.086040, 17.695979, 85.213144], [14.894414, 16.752419, 84.112961], [16.174815, 15.446768, 85.814070], [20.797971, 13.543527, 83.772183], [20.004785, 14.543882, 83.415168], [19.814371, 14.969344, 82.218533], [20.374856, 14.286611, 81.055451], [19.661435, 14.848638, 79.736400], [19.097079, 15.237776, 84.448682], [19.831649, 13.312155, 81.262609], [21.307629, 14.512908, 80.854570], [19.921342, 15.921467, 79.826041], [18.542333, 14.570779, 79.778572], [20.098428, 14.244759, 78.968277], [18.073177, 15.474009, 84.159278], [19.417548, 16.200812, 84.509276], [19.050096, 14.994011, 85.329939], [11.632634, 14.708117, 88.839025], [12.397222, 14.655122, 89.794103], [13.376309, 15.438319, 90.163387], [13.510762, 16.640843, 89.380384], [14.267692, 17.577218, 90.147046], [12.323819, 13.467578, 90.753729], [12.680270, 17.438714, 89.060168], [13.919129, 16.336318, 88.507921], [14.355335, 18.671895, 89.789413], [15.303729, 17.200306, 90.282718], [13.874514, 17.604031, 91.141847], [11.467390, 13.660424, 91.469670], [13.333801, 13.631220, 91.336972], [12.377970, 12.585934, 90.023660], [15.996582, 13.923300, 91.464095], [16.462351, 14.567037, 90.549444], [17.104970, 15.718396, 90.557784], [17.503939, 16.247034, 91.814271], [18.003746, 17.765236, 91.675100], [16.294297, 13.946449, 89.077278], [18.270944, 15.503280, 92.151297], [16.699878, 16.208256, 92.311649], [18.128056, 18.322243, 92.642155], [17.467580, 18.381282, 90.973996], [18.864855, 17.875414, 91.108171], [17.266577, 13.885707, 88.551920], [15.418131, 14.531987, 88.443780], [16.140090, 12.957737, 89.003784], [20.235232, 15.744299, 88.705744], [20.945622, 14.808022, 89.148461], [21.917747, 14.198179, 88.413867], [22.063228, 14.608896, 87.042695], [22.914425, 13.644521, 86.129248], [20.940105, 14.365390, 90.667164], [22.360878, 15.499332, 86.846264], [20.994172, 14.530265, 86.615360], [22.905718, 14.148467, 84.988326], [22.391471, 12.689653, 86.054903], [24.118429, 13.513989, 86.507329], [20.081571, 13.967906, 90.943925], [21.423328, 15.279773, 91.393396], [21.597455, 13.579867, 91.124345], [22.280233, 18.439630, 86.145794], [21.488186, 18.948245, 87.019876], [21.923134, 19.132453, 88.263110], [23.172648, 18.469522, 88.743920], [23.096576, 18.331314, 90.209725], [20.085772, 19.291051, 86.757770], [23.970026, 19.136551, 88.385605], [23.168065, 17.447602, 88.496207], [22.843661, 19.203773, 90.715066], [24.008734, 17.613284, 90.593343], [22.139291, 17.527467, 90.398406], [19.552461, 19.501777, 87.611253], [19.374821, 18.530638, 86.096180], [20.118198, 20.289953, 86.366862], [17.837066, 20.739151, 87.031082], [16.909610, 19.957310, 87.095840], [16.462504, 19.551890, 88.312533], [16.893681, 19.990068, 89.532337], [16.053534, 19.357796, 90.562294], [16.182460, 19.410340, 85.992644], [16.684403, 21.054251, 89.576632], [17.979967, 20.064350, 89.700029], [16.369874, 19.782136, 91.573670], [15.880671, 18.302456, 90.738779], [14.956136, 19.698585, 90.558814], [15.423583, 20.268846, 85.469412], [15.664732, 18.531580, 86.262365], [16.555552, 19.515016, 85.061184]],
  "forces_ev_per_a": [[-1.3175, -3.9027, 0.5259], [0.5067, -0.2532, 0.3115], [-0.3650, 0.0196, -0.8932], [0.5284, 1.8254, -0.4401], [0.1683, 1.2200, -0.5474], [1.4584, 0.0706, 0.4369], [-3.5526, 0.5768, 4.6100], [2.2203, -2.8360, -1.7529], [-1.0147, 0.0689, -3.6600], [2.4246, -4.5189, 0.9792], [-2.8482, 4.2189, -2.2921], [1.4326, -4.6468, 5.0230], [0.5251, 1.5080, -2.0141], [-8.3315, -1.4220, 0.4228], [-1.1698, -0.5857, 3.2277], [0.2586, 1.3124, -10.0120], [2.3814, 0.1155, -0.8135], [5.1198, -0.0364, 0.1453], [-0.6277, -0.4598, -1.0782], [1.7056, 1.0491, -0.0765], [0.4532, 0.2799, -0.8926], [-0.2752, -0.5792, -0.4994], [1.2577, 3.2721, -0.1167], [-0.0238, -3.9959, 9.0433], [1.3061, 1.0207, 1.1065], [-2.2483, -2.4895, -0.6074], [-1.0654, 1.8100, -0.2552], [-2.8726, 2.5471, -0.3484], [2.3842, 0.8870, 0.3090], [2.3092, 0.9140, 0.3054], [-0.0487, -3.0887, 0.6451], [1.5377, -0.4474, -3.1553], [-1.1371, -3.1273, -0.4299], [-1.0567, -0.4366, -0.4930], [-0.4905, 0.3076, 0.9338], [0.7728, -0.9396, -1.0977], [-2.0031, -1.1762, -0.7611], [-0.6101, 0.8124, 1.8007], [0.7502, 1.2603, 0.9438], [-1.4984, -3.4285, -3.0453], [0.4909, 0.4865, -1.1743], [6.2958, 1.2992, -3.4084], [-0.3083, -1.4483, 0.8708], [-0.0065, 5.4436, -0.5637], [-0.4269, 1.1112, 0.3936], [-5.7399, -0.1962, 4.7691], [-0.2775, -0.8181, -0.7970], [-0.4514, -0.9083, 0.9349], [2.8067, -0.7242, -0.3777], [-0.3146, 1.4632, -0.1728], [2.6837, -1.3006, 1.2634], [-1.6736, -3.6325, 1.0137], [2.0024, -3.1630, 1.6480], [-0.0887, 2.1348, -0.5719], [-0.1738, 0.4716, 1.1278], [-3.9075, -6.9026, -1.9097], [2.0780, 1.4690, -0.5828], [6.0000, 3.1185, 0.4741], [2.0082, 6.2561, -0.0627], [1.6246, 0.2783, 0.3774], [0.0256, -1.4089, 3.2842], [0.4705, -0.0347, -0.0752], [-3.4651, 0.3320, -1.0075], [-4.7089, -0.6386, 1.3184], [-2.2115, -1.9750, -2.2153], [0.2834, 0.2143, -1.8029], [-2.5193, 1.7776, 2.9025], [3.4294, -3.5226, -3.5642], [0.2892, -0.3918, 1.6675], [-1.0618, 1.9764, -0.8971], [-1.1334, -5.4822, 1.2731], [-0.8649, -1.5653, -2.3192], [0.1052, -0.8544, -0.0157], [0.4545, -0.9355, -1.9041], [0.1875, 1.4508, 1.3532], [-1.9541, 2.4283, -0.7116], [2.3453, 2.3247, -0.3653], [-0.9283, -0.0081, 2.2962], [2.1752, 1.9510, 1.1941], [-0.2478, 0.3901, -1.0989], [0.8279, 0.6907, 0.9877], [-0.0216, 2.6402, -2.0952], [-1.1079, -1.9685, -0.5655], [0.5506, 2.1827, -0.1714], [-2.3005, 2.8754, 4.1392], [-2.3885, 7.1288, 0.6088], [-0.2692, 0.5820, 0.1337], [0.0817, -1.0882, -0.1772], [-0.0993, -0.3344, -1.0450], [1.3614, 1.3749, -0.4542], [2.0877, 0.6796, -0.3349], [0.2924, -0.9585, 2.6574], [-1.9778, -0.7252, 0.5960], [2.7265, -0.2719, -2.3308]],
  "lowdin_charge": [0.290, 0.075, 0.053, 0.136, 0.105, -0.230, -0.388, -0.452, -0.405, -0.423, -0.064, -0.416, 0.005, -0.157, -0.063, 0.039, 0.151, 0.059, 0.081, 0.104, 0.045, 0.087, 0.054, -0.034, 0.082, -0.588, 0.003, -0.208, -0.127, -0.002, 0.190, 0.068, 0.100, 0.066, 0.103, 0.089, 0.096, 0.107, 0.073, -0.514, -0.043, -0.131, -0.031, 0.042, 0.137, 0.037, 0.103, -0.014, 0.039, 0.077, 0.152, 0.011, 0.051, -0.430, -0.015, -0.214, -0.088, 0.018, 0.031, 0.144, 0.125, 0.042, 0.116, -0.011, 0.149, 0.075, -0.003, -0.490, -0.021, -0.227, -0.100, 0.003, 0.130, 0.086, 0.032, 0.133, 0.127, 0.019, 0.170, 0.087, 0.032, -0.536, -0.043, -0.265, -0.185, -0.109, 0.127, 0.133, 0.115, 0.005, 0.105, 0.166, -0.096, 0.037],
  "e_lumo_ev": 3.59,
  "total_energy_ha": -2545.10063,
  "homo_lumo_gap_ha": 0.1105,
  "charge": -2,
  "homo_energy_ev": 0.58
}

---

{
  "formula": "C24H53BCl2F3N9O9P",
  "method": "the ωB97M-V functional and the def2-TZVPD basis",
  "species": ["C", "C", "O", "O", "C", "N", "C", "N", "B", "N", "O", "N", "C", "Cl", "C", "C", "Cl", "C", "F", "F", "F", "P", "C", "O", "H", "H", "H", "H", "H", "H", "H", "H", "H", "H", "H", "H", "H", "H", "H", "H", "H", "H", "C", "C", "O", "N", "C", "H", "H", "H", "H", "H", "H", "H", "C", "C", "O", "N", "C", "H", "H", "H", "H", "H", "H", "H", "C", "C", "O", "N", "C", "H", "H", "H", "H", "H", "H", "H", "C", "C", "O", "N", "C", "H", "H", "H", "H", "H", "H", "H", "C", "C", "O", "N", "C", "H", "H", "H", "H", "H", "H", "H"],
  "xyz": [[-0.003877, -7.092879, -5.249547], [-1.134644, -5.886523, -5.496112], [-2.300119, -6.324338, -6.049386], [-0.907727, -4.463109, -5.203641], [-1.516202, -4.078005, -3.894642], [-0.409708, -4.121159, -2.860734], [-0.078480, -2.724228, -2.307605], [0.776757, -1.899873, -2.996487], [1.537716, -2.226697, -4.268230], [2.840600, -3.005288, -4.324887], [0.930798, -1.680850, -5.532435], [-0.743765, -2.325624, -1.011989], [0.256471, -1.983724, 0.074682], [0.803588, -0.213725, 0.126926], [1.615908, -2.909009, 0.094392], [2.026969, -3.193173, 1.690868], [3.105921, -2.002279, -0.628787], [-1.839736, -1.310880, -1.161836], [-3.030682, -2.005691, -1.781011], [-1.522644, -0.188047, -2.097878], [-2.362021, -0.790613, 0.156897], [-0.801924, -5.264228, -1.547689], [-2.609528, -5.017266, -0.895958], [-0.822793, -6.941569, -2.141223], [0.326245, -7.620467, -6.240793], [-0.572502, -7.904537, -4.584348], [0.897610, -6.638478, -4.625494], [-1.925186, -2.980693, -4.054106], [-2.380760, -4.858738, -3.710025], [0.940609, -0.933531, -2.589338], [3.459856, -2.439740, -4.980079], [2.613447, -3.885764, -4.837931], [0.518698, -2.418827, -6.070134], [-0.293305, -2.193022, 1.113319], [1.498775, -3.968990, -0.385979], [2.916001, -3.982281, 1.748493], [1.078697, -3.518182, 2.303323], [2.398177, -2.159213, 2.103139], [-2.495266, -4.268874, 0.027724], [-3.302518, -4.557369, -1.736886], [-3.046074, -6.040260, -0.532502], [-0.006755, -7.428857, -1.805636], [2.706325, -0.529687, 4.457386], [1.416822, -1.014336, 5.060844], [0.773990, -1.939375, 4.570700], [0.964668, -0.393509, 6.187669], [1.568510, 0.701262, 6.909436], [2.936651, -1.119907, 3.566404], [2.611221, 0.518841, 4.162401], [3.523880, -0.651026, 5.173102], [0.091944, -0.775370, 6.533655], [1.760315, 0.367750, 7.932067], [0.854784, 1.528358, 6.929170], [2.501340, 1.035871, 6.454371], [-2.582393, 2.901112, -2.494125], [-2.352057, 4.130353, -3.329457], [-2.168863, 5.236151, -2.826644], [-2.350380, 3.990938, -4.685983], [-2.545069, 2.789301, -5.462037], [-2.555783, 3.169749, -1.434696], [-3.563861, 2.474426, -2.718019], [-1.795567, 2.166142, -2.684101], [-2.189160, 4.861741, -5.178812], [-1.655778, 2.636320, -6.078117], [-3.410220, 2.942276, -6.111647], [-2.710105, 1.911601, -4.836238], [-3.434659, 10.196012, -4.627125], [-2.717350, 8.991260, -4.083153], [-1.497994, 8.969366, -3.935278], [-3.462950, 7.899240, -3.749724], [-4.893102, 7.728593, -3.847902], [-2.709441, 10.984218, -4.846328], [-3.953675, 9.936354, -5.553770], [-4.144260, 10.575472, -3.886959], [-2.909525, 7.129523, -3.391357], [-5.277372, 7.509830, -2.848765], [-5.088148, 6.875783, -4.502542], [-5.391839, 8.613659, -4.244310], [5.025283, 3.953263, -0.148586], [4.538345, 2.618508, 0.344552], [4.853720, 2.175055, 1.445943], [3.721804, 1.893688, -0.472454], [3.241152, 2.236911, -1.789749], [5.664868, 4.411432, 0.610541], [5.611572, 3.823971, -1.062380], [4.176373, 4.617442, -0.331858], [3.436323, 1.007848, -0.071260], [2.149028, 2.248439, -1.759318], [3.573068, 1.461194, -2.483995], [3.606476, 3.207673, -2.126469], [-0.081356, -0.858356, 10.057266], [1.327996, -1.131628, 10.505499], [2.297460, -0.597513, 9.972549], [1.513381, -2.003066, 11.537888], [0.514527, -2.726295, 12.288439], [-0.068794, -0.145733, 9.228247], [-0.550422, -1.783302, 9.710965], [-0.657927, -0.423409, 10.878093], [2.488239, -2.135180, 11.781546], [0.611702, -2.445275, 13.339809], [0.718419, -3.794433, 12.181714], [-0.498761, -2.512927, 11.946474]],
  "forces_ev_per_a": [[-0.4667, 0.8735, 1.1589], [-5.3848, -3.7855, -3.5118], [7.5798, 3.7894, 3.9996], [-0.9608, -2.4574, 1.0177], [-0.3864, 0.5483, -2.2344], [-1.7027, 2.9459, 0.5316], [0.5743, -0.0451, -1.8863], [-2.7082, -1.7364, 3.1022], [0.5701, -0.6802, -4.5507], [-1.6918, 1.5403, -0.6639], [0.3450, -2.0810, 3.1566], [0.9057, 2.0690, -1.2321], [0.6559, -0.6659, 2.2828], [-1.0513, -1.1656, -0.2105], [0.3706, -0.8366, 1.7017], [0.0481, 0.7362, -0.5652], [-1.4508, -1.3067, 0.2184], [-3.2455, 0.5734, -0.3096], [4.0238, 2.3845, 1.7747], [-1.0113, -3.6360, 3.2854], [2.4710, -1.9163, -5.0799], [0.6314, -2.5265, 2.8556], [-0.5985, 0.4225, -0.7055], [0.6865, 2.2717, 0.5360], [-0.7251, 1.4408, 1.8133], [1.2545, 1.9755, -1.5170], [-1.8105, -1.1316, -1.4976], [0.7024, -2.3763, 0.3628], [1.7620, 1.7501, 0.0318], [-0.4930, -1.2727, -0.2181], [-0.9128, -1.0873, 0.8568], [0.4527, 0.6823, 0.4969], [0.8215, 1.0845, 0.6838], [1.1359, 0.6487, -2.4400], [0.0374, 2.2732, 0.3845], [-2.1241, 1.7528, -0.2149], [1.9859, 0.4978, -1.1920], [-0.8003, -2.2325, -0.7217], [-0.2947, -1.6819, -2.1894], [1.1723, -0.9218, 2.0273], [0.9967, 1.9303, -0.7704], [-1.3605, 1.2787, -0.5459], [0.1019, 0.0089, -0.1181], [-0.5783, -0.0154, 0.5367], [0.0484, -0.0271, -0.2503], [0.1941, -0.5928, -0.9624], [-0.2683, 0.0451, 0.4400], [-0.0833, 0.1609, 0.3545], [0.2094, -0.0536, 0.1137], [-0.0279, 0.2002, -0.1164], [0.2412, 0.0802, -0.0730], [0.2440, 0.2746, -0.0243], [0.2296, 0.1791, 0.0447], [-0.1998, -0.1275, 0.0166], [0.0078, -0.0744, 0.2687], [0.1464, 0.8941, -0.1926], [-0.1883, -0.5694, -0.0826], [0.0119, 0.1576, 0.7334], [0.0509, 0.3366, -0.3273], [0.0180, 0.0842, -0.2843], [0.1566, -0.1341, -0.0137], [-0.2067, -0.0205, -0.0349], [-0.0147, -0.1858, 0.0808], [-0.1399, -0.2780, -0.0770], [0.0524, -0.3318, -0.0562], [0.0205, 0.2210, -0.0279], [0.0468, 0.2773, -0.0947], [0.7170, -0.4164, 0.2670], [-0.5511, 0.1196, -0.1538], [0.4083, 0.5628, -0.2337], [0.2819, -0.2895, 0.1923], [-0.0734, -0.2769, 0.0990], [-0.1262, 0.1021, 0.1397], [-0.0829, -0.0285, -0.1938], [-0.0564, -0.0613, 0.0443], [-0.2994, 0.0228, -0.1383], [-0.3365, 0.0673, 0.0087], [0.1503, -0.1343, 0.0628], [0.1225, 0.1696, 0.0615], [0.2860, -0.3882, 0.9783], [-0.2513, 0.2238, -0.6734], [0.1625, 0.0936, 0.2707], [-0.1305, -0.4123, 0.2155], [-0.1858, -0.2389, -0.1093], [-0.1438, 0.1460, -0.0109], [0.1344, -0.0081, -0.1552], [0.1048, 0.1763, -0.1018], [-0.0436, 0.1826, -0.3040], [-0.0509, 0.1713, -0.2849], [-0.0546, -0.1951, 0.1286], [-0.1687, 0.0884, -0.1517], [0.8820, -0.0045, 0.0928], [-0.4629, -0.1558, 0.0880], [-0.0003, 0.5220, -0.6265], [0.3653, -0.1476, 0.2181], [0.1134, -0.1301, 0.2393], [-0.1127, 0.0989, 0.1525], [-0.0868, -0.1567, -0.1195], [-0.2476, 0.0340, -0.0484], [-0.2824, -0.1694, 0.0149], [-0.2918, -0.0187, 0.1478], [0.2343, 0.0155, 0.0080]],
  "lowdin_charge": [-0.022, -0.265, -0.007, -0.112, -0.169, -0.180, -0.141, 0.294, -0.437, 0.122, 0.047, -0.004, -0.573, 0.631, -0.619, -0.118, 0.524, -0.222, 0.011, 0.013, 0.047, 0.941, -0.254, -0.345, 0.105, 0.102, 0.084, 0.168, 0.151, 0.158, 0.112, 0.089, 0.116, 0.159, 0.077, 0.115, 0.098, 0.054, 0.066, 0.053, 0.075, 0.078, 0.000, -0.540, -0.007, 0.012, -0.071, 0.049, 0.093, 0.096, 0.138, 0.053, 0.088, 0.084, -0.012, -0.529, 0.027, 0.009, -0.079, 0.091, 0.091, 0.059, 0.149, 0.084, 0.087, 0.071, -0.018, -0.551, 0.019, 0.003, -0.083, 0.085, 0.083, 0.084, 0.092, 0.084, 0.077, 0.074, -0.009, -0.544, 0.027, -0.006, -0.087, 0.090, 0.087, 0.089, 0.079, 0.069, 0.075, 0.082, -0.008, -0.537, 0.015, 0.001, -0.079, 0.066, 0.089, 0.090, 0.145, 0.086, 0.085, 0.077],
  "e_lumo_ev": -5.58,
  "total_energy_ha": -3702.08063,
  "homo_lumo_gap_ha": 0.1675,
  "charge": 1,
  "homo_energy_ev": -10.13
}